# 1
{"formula": "C43H33N6NaO5", "method": "ωB97M-V with the def2-TZVPD basis set", "mol_weight_g_mol": 736.76, "homo_lumo_gap_ev": 5.085, "max_force_ev_per_a": 0.9, "lumo_ev": 3.811, "charge": -2, "homo_ev": -1.274, "e_above_lowest_kcal_mol": 18.28, "elements": ["Na", "O", "O", "O", "O", "O", "N", "N", "N", "N", "N", "N", "C", "C", "C", "C", "C", "C", "C", "C", "C", "C", "C", "C", "C", "C", "C", "C", "C", "C", "C", "C", "C", "C", "C", "C", "C", "C", "C", "C", "C", "C", "C", "C", "C", "C", "C", "C", "C", "C", "C", "C", "C", "C", "C", "H", "H", "H", "H", "H", "H", "H", "H", "H", "H", "H", "H", "H", "H", "H", "H", "H", "H", "H", "H", "H", "H", "H", "H", "H", "H", "H", "H", "H", "H", "H", "H", "H"], "positions_angstrom": [[0.193, -0.867, 0.297], [3.498, -2.280, 3.031], [-1.131, -0.078, -1.110], [0.884, -2.561, -1.722], [1.651, 1.716, 0.843], [-3.283, -0.615, 2.606], [1.595, -1.224, 2.164], [0.356, 0.911, -3.326], [-1.135, -1.403, 2.097], [2.797, -0.977, -0.216], [-2.470, -2.895, 0.070], [0.650, -0.305, -3.287], [3.198, 1.988, 3.183], [3.392, -0.801, -1.396], [-1.284, -1.328, -4.331], [1.458, 3.475, 3.917], [4.696, -1.201, -1.652], [-0.880, 1.420, -2.929], [-1.287, 2.651, -3.533], [-0.589, -3.759, -3.217], [-4.151, -1.201, 0.082], [3.484, -1.551, 0.774], [-2.175, 5.031, -4.771], [-0.572, -0.456, 5.686], [4.003, 2.409, 4.228], [-3.036, 2.872, -1.841], [2.274, 3.918, 4.949], [1.527, -0.757, 4.573], [-4.715, -1.704, -1.071], [-3.062, -3.406, -1.010], [-1.232, -0.761, 4.499], [-1.547, -3.710, -4.228], [-1.918, -2.489, -4.762], [5.413, -1.801, -0.624], [-4.159, -2.846, -1.639], [-2.432, -1.207, 1.896], [-1.524, 0.932, -1.745], [-0.537, -1.051, 3.311], [1.092, 2.030, 1.868], [-0.411, 1.998, 2.014], [4.804, -1.971, 0.608], [3.544, 3.380, 5.112], [-2.388, 3.376, -3.011], [0.815, -0.448, 5.724], [-0.275, -1.362, -3.372], [-1.074, 4.323, -5.287], [-3.001, -1.797, 0.609], [0.958, -3.687, -0.850], [-2.810, 4.557, -3.649], [-2.620, 1.739, -1.237], [1.918, 2.512, 3.028], [2.817, -1.720, 2.139], [-0.648, 3.162, -4.691], [0.892, -1.045, 3.357], [0.010, -2.600, -2.752], [5.307, -2.416, 1.455], [0.463, 3.888, 3.798], [-1.148, -0.236, 6.580], [-4.557, -3.289, -2.543], [1.342, -0.206, 6.642], [0.197, 2.614, -5.088], [-3.652, 5.097, -3.227], [-5.577, -1.225, -1.522], [2.607, -0.777, 4.599], [-0.722, 1.858, 3.049], [5.136, -1.054, -2.632], [-2.516, 5.939, -5.253], [-2.677, -2.434, -5.533], [-2.634, -4.325, -1.400], [-3.877, 3.430, -1.438], [1.581, -4.476, -1.279], [-0.039, -4.070, -0.621], [1.410, -3.332, 0.076], [-0.321, -4.714, -2.784], [-0.561, 4.701, -6.164], [-4.564, -0.350, 0.604], [-3.115, 1.361, -0.349], [4.174, 3.716, 5.928], [2.789, -0.331, -2.168], [-0.816, 2.940, 1.630], [1.915, 4.677, 5.635], [3.531, 1.233, 2.478], [-0.815, 1.191, 1.404], [-2.310, -0.774, 4.478], [6.432, -2.137, -0.786], [-2.010, -4.629, -4.569], [-1.531, -0.370, -4.773], [4.984, 1.970, 4.364]]}

***

# 2
{"formula": "C43H34ClF3IN9O7Sn", "method": "ωB97M-V with the def2-TZVPD basis set", "mol_weight_g_mol": 1126.86, "homo_lumo_gap_ev": 5.623, "max_force_ev_per_a": 1.3, "lumo_ev": 3.469, "charge": -2, "homo_ev": -2.154, "e_above_lowest_kcal_mol": 31.67, "elements": ["I", "Sn", "Cl", "F", "F", "F", "O", "O", "O", "O", "O", "O", "O", "N", "N", "N", "N", "N", "N", "N", "N", "N", "C", "C", "C", "C", "C", "C", "C", "C", "C", "C", "C", "C", "C", "C", "C", "C", "C", "C", "C", "C", "C", "C", "C", "C", "C", "C", "C", "C", "C", "C", "C", "C", "C", "C", "C", "C", "C", "C", "C", "C", "C", "C", "C", "H", "H", "H", "H", "H", "H", "H", "H", "H", "H", "H", "H", "H", "H", "H", "H", "H", "H", "H", "H", "H", "H", "H", "H", "H", "H", "H", "H", "H", "H", "H", "H", "H", "H"], "positions_angstrom": [[5.390, -5.357, -0.799], [2.515, -0.341, 0.202], [9.178, -1.844, -3.259], [-2.585, 7.880, 1.301], [-3.972, 6.322, 0.804], [-3.437, 6.671, 2.857], [0.574, -3.092, 0.436], [3.726, -0.327, 2.477], [-1.494, -3.303, 1.207], [3.725, -0.356, 4.711], [0.492, 0.990, -3.803], [1.811, 0.774, -2.022], [4.058, -2.603, -0.525], [1.314, -1.600, 2.539], [1.647, -1.857, -1.966], [4.756, -0.076, -1.292], [-5.631, 1.025, 0.954], [-0.608, -3.937, -2.783], [0.911, -5.501, -1.979], [-1.113, -5.029, -0.849], [-0.586, 0.071, 0.754], [-4.740, 2.611, 2.243], [7.279, -3.278, -2.000], [1.003, -1.705, -4.368], [-0.239, -2.851, 1.290], [-0.277, -4.828, -1.806], [-1.785, 5.648, 1.474], [0.074, -2.069, 2.512], [2.151, 1.990, 0.819], [-1.180, 5.078, 2.593], [-2.071, 1.489, 1.967], [6.824, -0.901, -2.221], [-4.482, 1.587, 1.469], [-3.157, 1.073, 1.192], [1.379, 2.930, 0.983], [-8.059, 1.629, 1.303], [7.650, -2.020, -2.423], [-6.096, 2.751, 2.252], [-2.900, 0.146, 0.178], [-0.405, -1.149, 4.656], [5.032, 1.126, -1.726], [-6.685, 1.741, 1.447], [1.057, 0.349, -2.913], [3.214, -0.495, 3.599], [-1.297, 5.363, 0.198], [0.799, -1.215, -2.927], [6.069, -3.437, -1.364], [-8.840, 2.552, 1.973], [0.375, 3.901, 1.156], [7.102, 0.403, -2.680], [-2.923, 6.593, 1.614], [-1.602, -0.301, -0.004], [-8.271, 3.560, 2.756], [5.595, -1.084, -1.524], [-0.115, 4.222, 2.433], [-0.821, 0.950, 1.717], [0.907, -0.713, 4.700], [5.156, -2.400, -1.072], [6.203, 1.409, -2.440], [1.110, -3.223, -4.513], [1.738, -0.955, 3.603], [-6.904, 3.675, 2.908], [-0.160, -4.015, -4.158], [-0.237, 4.504, 0.041], [-0.835, -1.858, 3.544], [0.348, 3.773, 3.302], [-6.460, 4.454, 3.508], [0.015, -5.071, -4.411], [4.283, 1.874, -1.517], [-0.244, -1.351, -2.627], [-8.924, 4.264, 3.254], [1.303, -2.745, -1.632], [2.588, -1.960, -2.318], [-1.464, -3.440, -2.605], [-0.974, -3.651, -4.791], [-0.757, -5.690, -0.164], [-1.083, -0.974, 5.486], [-9.917, 2.499, 1.888], [-2.228, 2.223, 2.742], [0.125, 4.257, -0.943], [6.388, 2.410, -2.800], [-1.841, -2.244, 3.474], [-1.562, 5.305, 3.578], [1.319, -0.197, 5.554], [1.292, -5.906, -1.135], [-8.508, 0.852, 0.697], [0.044, 1.218, 2.304], [7.927, -4.126, -2.181], [-3.680, -0.212, -0.478], [1.617, -4.996, -2.492], [1.937, -1.269, -4.737], [1.346, -3.456, -5.557], [0.193, -1.312, -4.985], [-1.545, -3.869, 0.375], [-5.675, 0.217, 0.355], [-1.362, -1.004, -0.788], [1.949, -3.576, -3.909], [8.015, 0.594, -3.228], [-1.776, 5.813, -0.661]]}